(A)
Computed, not measured: a 2-piece molecular cluster, C4H10O3 overall, with ωB97M-V/def2-TZVPD.

Element x y z (Å)
C: 0.838 -2.359 -0.817
O: 1.538 -2.870 -1.777
C: 0.727 -0.740 -0.866
C: -0.282 -0.102 -0.138
C: -0.620 1.441 -0.436
O: -1.312 2.190 0.469
H: -0.223 -2.823 -0.707
H: 1.400 -2.646 0.255
H: 0.364 -0.478 -1.953
H: 1.691 -0.235 -0.604
H: -1.296 -0.657 -0.377
H: -0.364 -0.207 0.997
H: -0.992 1.360 -1.464
H: 0.433 2.048 -0.447
H: -1.053 1.985 3.289
H: -0.627 2.030 1.809
O: -0.223 2.064 2.768

LUMO level   0.2475 hartree
Net charge   -2
E_HOMO   0.66 eV

For each atom in turn, the natural (NBO) charge in e is:
1. C 0.062
2. O -0.955
3. C -0.455
4. C -0.431
5. C 0.007
6. O -0.951
7. H 0.044
8. H -0.008
9. H 0.160
10. H 0.175
11. H 0.139
12. H 0.185
13. H 0.093
14. H 0.053
15. H 0.426
16. H 0.504
17. O -1.048


(B)
Computed, not measured: a 2-piece molecular cluster, C4H10O3 overall, with ωB97M-V/def2-TZVPD.

Element x y z (Å)
C: 1.845 -1.115 -1.215
O: 2.590 -2.255 -1.293
C: 1.127 -0.880 0.112
C: 0.167 0.326 0.186
C: -0.867 0.181 1.369
O: -1.814 1.130 1.605
H: 1.027 -1.082 -1.992
H: 2.390 -0.167 -1.428
H: 0.514 -1.786 0.279
H: 1.829 -0.885 0.953
H: -0.283 0.389 -0.823
H: 0.723 1.268 0.262
H: -1.282 -0.835 1.173
H: -0.149 0.059 2.216
H: -2.324 1.705 -1.463
H: -2.072 1.687 0.081
O: -2.471 2.223 -0.688

LUMO level   0.2479 hartree
Net charge   -2
E_HOMO   0.57 eV

For each atom in turn, the natural (NBO) charge in e is:
1. C -0.005
2. O -0.996
3. C -0.423
4. C -0.435
5. C -0.009
6. O -0.956
7. H 0.052
8. H 0.053
9. H 0.169
10. H 0.164
11. H 0.160
12. H 0.165
13. H 0.075
14. H 0.076
15. H 0.434
16. H 0.514
17. O -1.036


List of relative energies, unit eV: (A) 1.186; (B) 0.000


(A)
Computed, not measured: a 2-piece molecular cluster, C6H14Cl overall, with ωB97M-V/def2-TZVPD.

Element x y z (Å)
Cl: -2.860 2.096 3.858
H: -2.381 2.628 2.818
C: 0.073 1.466 -1.383
H: -0.837 1.267 -1.955
C: 0.551 2.842 -1.293
C: 0.776 0.418 -0.672
C: -0.196 -0.657 -0.156
C: 0.541 -1.920 0.240
C: -0.169 -3.181 0.723
H: -0.383 3.413 -1.222
H: 1.164 3.049 -0.392
H: 1.102 3.247 -2.163
H: 1.555 -0.038 -1.314
H: 1.293 0.912 0.169
H: -0.739 -0.233 0.692
H: -0.935 -0.854 -0.934
H: 1.159 -2.222 -0.609
H: 1.232 -1.633 1.033
H: 0.607 -3.942 0.857
H: -0.661 -3.070 1.692
H: -0.889 -3.588 0.010

LUMO level (alpha / beta)   0.0277 / 0.0244 hartree
Expectation value of S²   0.754
E_HOMO (alpha / beta)   -7.31 / -11.17 eV
Multiplicity   2

For each atom in turn, the natural (NBO) charge in e is:
1. Cl -0.260
2. H 0.261
3. C -0.089
4. H 0.175
5. C -0.679
6. C -0.465
7. C -0.383
8. C -0.391
9. C -0.601
10. H 0.218
11. H 0.206
12. H 0.218
13. H 0.209
14. H 0.200
15. H 0.197
16. H 0.192
17. H 0.190
18. H 0.192
19. H 0.208
20. H 0.202
21. H 0.201


(B)
Computed, not measured: a 2-piece molecular cluster, C6H14Cl overall, with ωB97M-V/def2-TZVPD.

Element x y z (Å)
Cl: -2.106 0.114 6.018
H: -1.718 0.006 4.843
C: -3.000 -0.015 0.008
C: -1.856 0.792 -0.011
C: -0.673 -0.148 -0.375
C: 0.802 0.296 -0.487
C: 1.687 -0.666 -1.306
C: 3.117 -0.097 -1.431
H: -2.745 -0.980 0.463
H: -3.885 0.147 0.675
H: -1.883 1.709 -0.482
H: -1.848 0.980 1.055
H: -0.678 -0.875 0.421
H: -0.924 -0.643 -1.286
H: 0.894 1.251 -0.974
H: 1.275 0.387 0.492
H: 1.767 -1.702 -0.918
H: 1.291 -0.765 -2.318
H: 3.787 -0.683 -2.065
H: 3.097 0.900 -1.878
H: 3.599 -0.010 -0.445

LUMO level (alpha / beta)   0.0199 / 0.0090 hartree
Expectation value of S²   0.753
E_HOMO (alpha / beta)   -8.42 / -10.99 eV
Multiplicity   2

For each atom in turn, the natural (NBO) charge in e is:
1. Cl -0.252
2. H 0.253
3. C -0.277
4. C -0.485
5. C -0.380
6. C -0.395
7. C -0.388
8. C -0.604
9. H 0.148
10. H 0.169
11. H 0.215
12. H 0.221
13. H 0.190
14. H 0.198
15. H 0.194
16. H 0.193
17. H 0.197
18. H 0.193
19. H 0.210
20. H 0.199
21. H 0.199


List of relative energies, unit eV: (A) 0.000; (B) 1.165


(A)
Computed, not measured: an isolated molecule of C21H25N3O5S, with ωB97M-V/def2-TZVPD.

Element x y z (Å)
C: -2.996 1.023 0.768
C: -2.985 -0.451 0.354
C: -4.337 -0.891 -0.209
C: -1.832 -0.692 -0.616
O: -0.837 -1.306 -0.294
N: -2.030 -0.128 -1.840
C: -1.152 -0.061 -2.923
C: -1.461 0.806 -3.972
C: -0.612 0.921 -5.056
C: 0.566 0.195 -5.099
C: 0.885 -0.659 -4.049
C: 2.143 -1.451 -4.121
O: 2.526 -1.987 -5.139
N: 2.854 -1.603 -2.958
C: 2.714 -0.975 -1.722
C: 2.314 0.359 -1.611
C: 2.165 0.932 -0.364
C: 2.442 0.192 0.769
S: 2.262 0.957 2.371
O: 2.598 2.348 2.274
O: 2.971 0.160 3.337
N: 0.591 0.882 2.583
C: 0.090 -0.446 2.889
C: 0.259 -0.781 4.373
O: -0.337 0.213 5.183
C: 0.245 1.476 4.940
C: 0.054 1.890 3.480
C: 2.891 -1.111 0.675
C: 3.026 -1.696 -0.569
C: 0.013 -0.815 -2.979
H: -3.288 1.664 -0.062
H: -3.704 1.176 1.579
H: -2.007 1.327 1.105
H: -2.763 -1.062 1.234
H: -5.090 -0.847 0.575
H: -4.670 -0.248 -1.022
H: -4.284 -1.913 -0.576
H: -2.883 0.400 -1.962
H: -2.373 1.386 -3.936
H: -0.867 1.585 -5.868
H: 1.244 0.281 -5.933
H: 3.573 -2.316 -3.015
H: 2.128 0.939 -2.501
H: 1.859 1.959 -0.250
H: 0.618 -1.160 2.258
H: -0.972 -0.464 2.626
H: -0.248 -1.716 4.619
H: 1.329 -0.864 4.606
H: -0.254 2.175 5.614
H: 1.321 1.446 5.165
H: 0.579 2.821 3.269
H: -1.013 2.005 3.260
H: 3.137 -1.647 1.579
H: 3.365 -2.718 -0.654
H: 0.229 -1.509 -2.185

LUMO level   0.0101 hartree
E_HOMO   -8.81 eV
SMILES   CC(C)C(=O)Nc1cccc(C(=O)Nc2ccc(S(=O)(=O)N3CCOCC3)cc2)c1

For each atom in turn, the natural (NBO) charge in e is:
1. C -0.602
2. C -0.311
3. C -0.600
4. C 0.703
5. O -0.610
6. N -0.609
7. C 0.151
8. C -0.224
9. C -0.200
10. C -0.206
11. C -0.063
12. C 0.657
13. O -0.580
14. N -0.616
15. C 0.172
16. C -0.192
17. C -0.165
18. C -0.356
19. S 2.315
20. O -0.944
21. O -0.951
22. N -0.670
23. C -0.258
24. C -0.100
25. O -0.527
26. C -0.091
27. C -0.263
28. C -0.157
29. C -0.245
30. C -0.249
31. H 0.197
32. H 0.218
33. H 0.223
34. H 0.227
35. H 0.220
36. H 0.192
37. H 0.221
38. H 0.398
39. H 0.207
40. H 0.220
41. H 0.231
42. H 0.414
43. H 0.222
44. H 0.239
45. H 0.229
46. H 0.203
47. H 0.193
48. H 0.195
49. H 0.196
50. H 0.178
51. H 0.243
52. H 0.200
53. H 0.243
54. H 0.219
55. H 0.263


(B)
Computed, not measured: an isolated molecule of C21H25N3O5S, with ωB97M-V/def2-TZVPD.

Element x y z (Å)
C: -3.008 -3.431 0.429
N: -3.351 -2.036 0.371
C: -4.535 -1.553 -0.057
C: -5.610 -2.409 -0.362
C: -6.820 -1.911 -0.779
C: -7.018 -0.540 -0.920
C: -5.983 0.320 -0.640
C: -4.739 -0.155 -0.207
C: -3.667 0.790 0.067
O: -2.578 0.517 0.557
O: -3.968 2.056 -0.269
C: -2.936 3.015 -0.039
C: -2.943 3.458 1.421
C: -1.612 2.442 -0.599
O: -1.582 2.014 -1.728
N: -0.535 2.555 0.226
C: 0.772 2.127 0.006
C: 1.683 2.281 1.054
C: 2.998 1.889 0.898
C: 3.405 1.341 -0.303
S: 5.086 0.776 -0.506
O: 5.869 1.253 0.604
O: 5.538 1.078 -1.833
N: 4.828 -0.887 -0.417
C: 5.714 -1.708 -1.228
C: 6.746 -2.249 -0.242
C: 5.880 -2.532 0.985
C: 4.826 -1.413 0.943
C: 2.516 1.181 -1.348
C: 1.199 1.575 -1.203
H: -1.973 -3.521 0.748
H: -3.639 -3.962 1.148
H: -3.114 -3.913 -0.548
H: -2.627 -1.347 0.526
H: -5.480 -3.474 -0.261
H: -7.628 -2.594 -1.000
H: -7.972 -0.159 -1.248
H: -6.114 1.384 -0.748
H: -3.211 3.856 -0.689
H: -2.277 4.304 1.573
H: -2.668 2.632 2.075
H: -3.953 3.770 1.681
H: -0.712 2.865 1.170
H: 1.356 2.710 1.990
H: 3.720 2.009 1.689
H: 5.127 -2.522 -1.666
H: 6.133 -1.094 -2.023
H: 7.477 -1.471 -0.017
H: 7.262 -3.132 -0.611
H: 6.447 -2.519 1.913
H: 5.397 -3.505 0.883
H: 3.825 -1.779 1.188
H: 5.082 -0.600 1.626
H: 2.873 0.757 -2.272
H: 0.495 1.457 -2.009

LUMO level   0.0173 hartree
E_HOMO   -7.96 eV
SMILES   CNc1ccccc1C(=O)O[C@@H](C)C(=O)Nc1ccc(S(=O)(=O)N2CCCC2)cc1

For each atom in turn, the natural (NBO) charge in e is:
1. C -0.411
2. N -0.583
3. C 0.246
4. C -0.307
5. C -0.140
6. C -0.290
7. C -0.125
8. C -0.212
9. C 0.788
10. O -0.655
11. O -0.489
12. C 0.012
13. C -0.656
14. C 0.690
15. O -0.600
16. N -0.603
17. C 0.169
18. C -0.242
19. C -0.177
20. C -0.354
21. S 2.317
22. O -0.949
23. O -0.939
24. N -0.672
25. C -0.230
26. C -0.418
27. C -0.415
28. C -0.243
29. C -0.171
30. C -0.197
31. H 0.214
32. H 0.191
33. H 0.191
34. H 0.434
35. H 0.216
36. H 0.213
37. H 0.215
38. H 0.227
39. H 0.221
40. H 0.217
41. H 0.226
42. H 0.236
43. H 0.404
44. H 0.208
45. H 0.243
46. H 0.189
47. H 0.243
48. H 0.211
49. H 0.216
50. H 0.220
51. H 0.202
52. H 0.199
53. H 0.225
54. H 0.238
55. H 0.255


List of relative energies, unit eV: (A) 0.066; (B) 0.000


(A)
Computed, not measured: an isolated molecule of C5H6N2O2S, with ωB97M-V/def2-TZVPD.

Element x y z (Å)
C: 1.314 2.297 -1.501
C: -1.481 0.310 0.212
C: 0.593 0.082 -0.970
C: 0.856 1.818 0.876
C: -0.870 -1.803 -0.690
N: 0.894 1.498 -0.588
N: -0.620 -0.384 -0.524
O: 1.495 2.449 -2.651
O: 1.319 -0.402 -1.812
S: -2.716 -0.312 1.037
H: 1.617 2.416 1.269
H: -0.079 2.103 1.395
H: 0.977 0.908 1.446
H: -0.086 -2.157 -1.327
H: -1.129 -2.252 0.225
H: -1.947 -1.995 -1.118

LUMO level (alpha / beta)   -0.0239 / -0.0583 hartree
E_HOMO (alpha / beta)   -9.00 / -7.29 eV

For each atom in turn, the natural (NBO) charge in e is:
1. C 0.623
2. C 0.050
3. C 0.806
4. C -0.415
5. C -0.438
6. N -0.534
7. N -0.514
8. O -0.488
9. O -0.517
10. S 0.081
11. H 0.228
12. H 0.227
13. H 0.204
14. H 0.247
15. H 0.223
16. H 0.219


(B)
Computed, not measured: an isolated molecule of C5H6N2O2S, with ωB97M-V/def2-TZVPD.

Element x y z (Å)
N: 2.570 -1.277 0.310
S: 1.723 -0.322 -0.805
O: 2.536 0.905 -0.833
O: 1.381 -1.218 -1.926
C: 0.171 0.173 -0.109
C: -1.005 -0.439 -0.666
C: -2.254 0.001 -0.244
C: -2.336 0.999 0.703
N: -1.209 1.539 1.209
C: 0.038 1.234 0.738
H: 2.637 -0.733 1.196
H: 2.098 -2.233 0.332
H: -0.954 -1.193 -1.497
H: -3.085 -0.578 -0.679
H: -3.242 1.401 1.196
H: 0.930 1.740 1.076

LUMO level   0.0040 hartree
E_HOMO   -10.15 eV
SMILES   NS(=O)(=O)c1cccnc1

For each atom in turn, the natural (NBO) charge in e is:
1. N -1.037
2. S 2.239
3. O -0.916
4. O -0.918
5. C -0.400
6. C -0.135
7. C -0.265
8. C 0.050
9. N -0.413
10. C 0.056
11. H 0.403
12. H 0.406
13. H 0.260
14. H 0.231
15. H 0.216
16. H 0.222


List of relative energies, unit eV: (A) 3.269; (B) 0.000